Entry 1:
43
Properties=species:S:1:pos:R:3:forces:R:3 method="wB97M-V/def2-TZVPD" e_homo_ha="-0.629 / -0.661" total_charge=+3 spin_multiplicity=5 max_force_ev_per_a=0.5 lumo_energy_ev="-9.42 / -11.97" s_squared=6.054 total_energy_ev=-43640.9670 orbital_gap_ev="7.706 / 6.024"
Pd 0.8409 1.6168 0.4824 -0.415 0.211 -0.110
N -1.5345 5.2829 1.1946 0.020 -0.100 -0.009
C -0.6738 4.3030 1.1052 0.227 0.181 -0.116
S -1.0353 2.6846 1.5253 0.036 -0.086 0.139
N 0.5995 4.7370 0.7186 -0.102 -0.114 0.097
N 1.4155 3.7394 0.5281 -0.048 0.114 -0.039
C 2.6988 4.0219 0.4866 0.083 -0.020 0.041
C 3.6046 2.9084 0.4334 -0.076 0.004 -0.100
C 4.9763 3.0859 0.3217 -0.032 0.023 0.007
C 5.7977 1.9619 0.2523 -0.026 -0.023 0.005
C 5.2124 0.7139 0.3021 0.055 0.025 -0.006
C 3.8225 0.6120 0.4320 -0.039 0.002 0.053
N 3.0354 1.6716 0.4996 0.153 -0.103 0.125
H -2.4821 5.1380 1.5172 -0.006 -0.010 -0.001
H -1.2411 6.2255 0.9600 -0.005 0.007 -0.004
H 3.0350 5.0523 0.5586 0.033 -0.009 -0.030
H 5.3885 4.0857 0.2820 0.007 0.002 -0.005
H 6.8699 2.0708 0.1621 0.005 -0.001 0.000
H 5.8056 -0.1886 0.2546 0.012 0.004 0.001
H 3.3467 -0.3593 0.4934 -0.002 0.014 0.004
C 0.3597 -2.5172 1.7503 0.001 0.051 -0.026
C 0.5088 -1.1452 1.6650 -0.014 -0.031 0.057
N 0.1575 -0.4510 0.5721 0.112 -0.122 -0.045
C -0.3994 -1.1068 -0.4592 0.135 -0.009 -0.058
C -0.5673 -2.4854 -0.4642 -0.019 -0.039 0.113
C -0.1506 -3.2000 0.6596 -0.079 0.069 0.026
C -0.9876 -3.2088 -1.6884 0.017 -0.007 -0.106
C -2.1882 -3.3904 -2.2378 0.017 -0.135 -0.003
C -3.5053 -3.0486 -1.6944 -0.064 -0.025 -0.020
C -4.6594 -3.3464 -2.4371 -0.052 0.025 0.066
C -5.8650 -3.0860 -1.8027 0.104 -0.060 -0.115
N -5.8162 -2.5887 -0.5938 -0.096 0.076 0.106
C -4.7600 -2.2901 0.1287 -0.015 -0.021 -0.010
N -3.6122 -2.5308 -0.4710 0.061 0.062 0.071
H 0.6675 -3.0374 2.6461 -0.002 -0.006 0.002
H 0.9305 -0.5789 2.4868 -0.001 -0.019 -0.013
H -0.6683 -0.5128 -1.3241 -0.019 -0.016 -0.006
H -0.2288 -4.2797 0.6782 -0.007 -0.011 0.004
H -0.1621 -3.6830 -2.2134 0.010 0.094 -0.060
H -2.2301 -3.9443 -3.1673 0.007 0.010 -0.003
H -4.6238 -3.7717 -3.4300 -0.001 0.008 -0.011
H -6.8422 -3.2734 -2.2412 0.011 -0.018 -0.022
H -4.8402 -1.8872 1.1279 0.015 0.001 0.002


Entry 2:
36
Properties=species:S:1:pos:R:3:forces:R:3 method="wB97M-V/def2-TZVPD" e_homo_ha="-0.162 / -0.292" total_charge=0 spin_multiplicity=5 max_force_ev_per_a=6.9 lumo_energy_ev="0.54 / -2.75" s_squared=6.059 total_energy_ev=-23412.8963 orbital_gap_ev="4.931 / 5.193"
Rh -0.0478 -1.4345 0.2119 -3.061 -0.943 -0.948
N 1.8936 -1.5651 0.2119 2.537 -6.379 -0.123
C 2.7884 -0.4937 0.2789 2.291 0.879 0.085
C 4.1458 -0.7843 0.5050 -0.527 0.668 0.017
C 5.0943 0.2302 0.5877 0.176 -0.332 0.068
C 4.6945 1.5496 0.4438 -0.898 0.287 -0.220
C 3.3516 1.8478 0.1892 0.934 0.036 -0.086
C 2.3587 0.8459 0.0640 -1.712 0.613 -0.050
C 0.9468 1.2538 -0.2583 2.764 -2.453 1.880
C 0.6717 2.4007 -1.0319 -1.699 2.850 -1.930
C -0.6389 2.8335 -1.2787 1.989 -0.027 0.308
C -1.7194 2.1176 -0.7742 -1.620 1.913 -1.406
C -1.4885 0.9652 -0.0339 2.979 0.913 2.619
C -0.1784 0.5513 0.2119 -1.883 -0.624 -0.150
H 2.1110 -2.3879 0.9301 -0.419 2.746 -0.674
H 2.0947 -2.3363 -0.5575 -0.167 2.629 0.688
H 4.4712 -1.8133 0.6323 -0.185 0.013 -0.037
H 6.1369 -0.0094 0.7755 -0.155 -0.010 -0.034
H 5.4214 2.3529 0.5276 -0.152 -0.085 0.007
H 3.0845 2.8992 0.1044 -0.130 -0.253 -0.039
H 1.4823 2.9827 -1.4633 -0.053 -0.154 0.052
H -0.8090 3.7324 -1.8661 0.099 -0.147 0.107
H -2.7355 2.4529 -0.9622 0.087 -0.092 -0.123
H -2.3143 0.3833 0.3621 0.143 1.831 1.982
C -4.8761 -1.3839 0.1564 0.136 0.501 -0.510
C -4.1464 -0.5828 -0.7224 -1.034 0.014 0.103
C -2.7521 -0.6091 -0.6934 -1.466 -1.512 -1.320
C -2.0891 -1.4345 0.2119 1.714 -2.200 0.488
C -2.8171 -2.2346 1.0896 -0.721 0.056 -0.251
C -4.2116 -2.2104 1.0630 0.398 -0.101 0.273
H -5.9628 -1.3642 0.1348 0.174 -0.018 -0.061
H -4.6636 0.0612 -1.4287 0.028 -0.087 0.081
H -2.1764 0.0111 -1.3738 -0.306 -0.838 -1.181
H -2.2918 -2.8749 1.7918 -0.109 0.050 -0.119
H -4.7794 -2.8346 1.7477 0.022 0.108 -0.069
H -0.0478 -3.1193 0.2119 -0.175 0.148 0.573


Entry 3:
49
Properties=species:S:1:pos:R:3:forces:R:3 method="wB97M-V/def2-TZVPD" e_homo_ha="-0.186 / -0.186" total_charge=-1 spin_multiplicity=5 max_force_ev_per_a=3.1 lumo_energy_ev="1.75 / 1.74" s_squared=6.004 total_energy_ev=-139214.5313 orbital_gap_ev="6.813 / 6.805" e_above_lowest_kcal_mol=0.00
Pm 0.7712 0.5699 -0.3072 -1.396 -0.576 -1.511
O 2.1834 -0.5768 -1.4648 0.142 0.507 -0.899
N 3.3421 -1.0983 -1.1803 1.360 -1.437 0.423
C 4.4513 -0.6693 -1.8424 0.087 -0.175 0.047
C 5.6741 -1.2987 -1.6788 -0.299 0.308 -0.084
C 5.7565 -2.2763 -0.6713 0.157 0.038 -0.266
C 4.6526 -2.6417 0.0242 -0.420 -0.121 0.690
C 3.3566 -2.1845 -0.2936 -0.009 0.702 -0.761
S 1.9341 -2.8820 0.2431 -0.062 0.277 0.394
H 4.2538 0.1912 -2.4827 0.128 -0.398 0.057
H 6.5446 -1.0394 -2.2885 -0.479 0.131 0.315
H 6.6751 -2.7831 -0.4292 0.374 0.158 -0.062
H 4.6913 -3.2805 0.8982 0.155 -0.311 -0.335
I -5.2264 -6.2289 0.6649 -0.005 0.295 -0.029
C -3.9270 -4.5905 0.4667 0.377 0.764 0.109
C -2.7254 -4.7856 -0.2095 -0.613 -1.007 -0.153
C -1.8360 -3.7588 -0.3411 0.935 1.250 -0.280
C -2.0930 -2.5187 0.2633 0.747 0.338 -0.302
C -3.2387 -2.3402 1.0266 -0.083 0.082 0.037
C -4.1996 -3.3463 1.0563 -1.134 -1.174 0.414
C -1.1147 -1.3406 -0.0063 -1.521 -2.401 -1.161
O -0.7947 -0.6419 0.9948 0.282 0.600 -0.456
O -0.7579 -1.2251 -1.2257 0.043 0.877 2.382
H -2.5253 -5.7463 -0.6780 0.043 0.125 0.153
H -0.8982 -3.8684 -0.9133 -0.644 0.030 0.308
H -3.3676 -1.4285 1.6143 -0.089 -0.136 -0.420
H -5.2007 -3.2604 1.5448 1.149 0.302 -0.216
F 2.8840 0.7682 0.9952 0.444 1.652 0.355
As 2.7711 2.6000 1.1853 -1.972 -0.612 -0.135
F 4.4785 2.8955 1.1402 -1.457 -0.245 -0.202
F 2.1919 4.2352 1.1460 0.930 -0.939 0.365
F 2.4768 2.5498 -0.6083 0.712 -0.060 1.816
F 0.8580 2.1153 1.3267 1.900 0.906 0.341
F 2.7102 2.4214 2.9133 0.474 0.337 -1.180
C -3.4810 2.6240 -0.7456 -0.257 -0.451 0.389
C -2.1689 3.0975 -0.0630 -0.552 -0.419 -1.021
C -2.1084 2.5625 1.3791 1.122 0.572 -0.107
C -2.0202 4.6017 -0.1848 -0.812 1.513 0.391
C -1.1252 2.5974 -1.0039 -0.801 -0.191 1.980
C -0.3308 2.1823 -1.8234 1.132 -0.707 -0.850
H -4.4021 2.9908 -0.2586 0.364 -0.276 0.165
H -3.4906 1.5125 -0.8715 -0.069 0.843 0.421
H -3.4967 3.0144 -1.7406 -0.014 0.305 -0.777
H -2.9549 2.8533 2.0224 0.213 0.212 -0.479
H -1.1511 2.9281 1.8109 -0.786 -0.305 0.088
H -2.0743 1.4808 1.3598 0.035 -0.305 0.062
H -2.9183 5.1475 0.2301 0.889 -0.430 -0.200
H -1.9400 4.8566 -1.2442 -0.234 0.007 0.023
H -1.0896 5.0146 0.2503 -0.487 -0.458 0.162


Entry 4:
45
Properties=species:S:1:pos:R:3:forces:R:3 method="wB97M-V/def2-TZVPD" e_homo_ha=-0.480 total_charge=+2 max_force_ev_per_a=0.5 lumo_energy_ev=-6.50 total_energy_ev=-58045.2196 orbital_gap_ev=6.552
Be -0.5927 -0.0060 -0.0595 -0.172 0.075 0.475
N 3.0434 1.2580 -0.0113 0.193 -0.089 -0.015
C 4.0463 0.2422 -0.0828 -0.188 0.200 0.019
C 5.3767 0.5939 0.0136 0.085 0.012 0.025
C 6.3500 -0.3945 -0.0481 0.019 -0.029 -0.004
C 5.9784 -1.7203 -0.1977 -0.012 0.021 0.000
C 4.6341 -2.0614 -0.2871 0.040 -0.027 0.009
C 3.6644 -1.0748 -0.2372 0.164 -0.154 -0.028
S 1.9877 -1.5951 -0.4007 -0.201 0.198 -0.029
N 1.1317 -0.1127 -0.0875 -0.059 -0.244 -0.093
C 1.7384 1.0336 0.0125 -0.179 0.295 0.048
C 0.8106 2.2044 0.1341 0.198 -0.488 -0.052
C 1.1831 3.5236 0.2005 -0.010 0.215 0.015
C 0.1804 4.4876 0.2650 0.115 0.039 0.002
C -1.1407 4.0880 0.2535 -0.110 -0.029 0.003
C -1.4280 2.7349 0.1792 0.048 -0.015 0.050
N -0.4695 1.8091 0.1234 -0.120 -0.108 0.027
H 3.3695 2.1984 0.1394 0.020 -0.017 -0.043
H 5.6604 1.6330 0.1362 -0.013 -0.011 0.001
H 7.3940 -0.1244 0.0246 -0.006 0.004 -0.001
H 6.7290 -2.4972 -0.2425 -0.001 0.018 0.000
H 4.3438 -3.0998 -0.3984 0.009 0.022 0.007
H 2.2199 3.8289 0.1934 -0.023 0.014 0.015
H 0.4384 5.5368 0.3180 0.001 -0.008 0.002
H -1.9483 4.8043 0.2992 0.017 0.008 -0.004
H -2.4509 2.3858 0.1649 0.013 -0.004 -0.007
I -1.4218 -0.2038 -2.6260 0.067 -0.044 -0.437
C -2.9292 -0.1502 -1.2016 0.042 0.023 0.066
C -4.2789 -0.1896 -1.4808 -0.026 0.009 0.132
C -5.1391 -0.1522 -0.3916 -0.087 -0.005 -0.049
C -4.6245 -0.0887 0.8977 -0.014 -0.002 0.047
C -3.2571 -0.0594 1.0747 0.103 -0.011 -0.038
N -2.4172 -0.0813 0.0276 0.032 -0.015 -0.196
H -4.6418 -0.2439 -2.4967 0.003 0.003 0.002
H -6.2097 -0.1746 -0.5505 0.012 0.003 0.001
H -5.2751 -0.0604 1.7603 -0.011 -0.001 -0.022
H -2.8034 -0.0201 2.0567 0.018 -0.006 -0.014
N -2.9382 -3.6819 1.3506 0.130 0.048 0.048
C -2.0997 -3.2424 0.4098 -0.159 -0.115 -0.011
N -2.3944 -3.5172 -0.8668 0.114 0.119 -0.002
S -0.6889 -2.3917 0.8372 0.033 0.119 0.057
H -3.6548 -4.3640 1.1549 -0.006 -0.003 -0.013
H -2.6647 -3.5576 2.3121 -0.038 0.000 -0.005
H -3.1341 -4.1537 -1.1211 -0.014 -0.010 0.031
H -1.6771 -3.3435 -1.5513 -0.027 -0.011 -0.020


Entry 5:
52
Properties=species:S:1:pos:R:3:forces:R:3 method="wB97M-V/def2-TZVPD" e_homo_ha="-0.292 / -0.297" total_charge=0 spin_multiplicity=3 max_force_ev_per_a=1.8 lumo_energy_ev="0.00 / -2.08" s_squared=2.012 total_energy_ev=-167685.0309 orbital_gap_ev="7.949 / 6.003" e_above_lowest_kcal_mol=21.73
Ti 0.8677 0.3087 0.4532 0.528 -0.318 0.790
Cl -5.0133 0.2846 4.6704 -0.042 0.004 0.113
C -3.8262 0.1950 3.4345 0.097 0.071 0.011
C -2.4988 0.5356 3.7117 -0.195 -0.076 -0.162
Cl -2.0406 1.0363 5.2818 0.114 0.080 0.083
C -1.5579 0.4702 2.6978 -0.363 -0.198 -0.455
Cl 0.0821 0.9679 2.8736 -0.056 0.118 0.833
C -1.8804 0.0203 1.4049 -0.974 0.099 0.703
O -0.9825 -0.0574 0.4804 -1.730 -0.614 -0.090
C -3.2326 -0.2855 1.1510 0.449 0.136 0.113
Cl -3.6328 -0.7044 -0.4644 -0.136 -0.148 -0.213
C -4.1949 -0.1885 2.1431 0.186 0.040 0.105
Cl -5.8357 -0.5217 1.7813 -0.072 -0.062 -0.041
Cl 4.9079 1.8282 -1.6723 -0.452 -0.382 0.323
C 3.8522 0.5845 -1.0117 0.652 0.086 -0.742
Cl 4.0875 -0.9790 -1.6950 0.249 0.111 0.080
Cl 2.4355 -0.7529 1.8035 0.782 -0.305 0.567
C 2.8230 0.8484 -0.2406 1.068 0.690 0.004
N 2.2734 1.8517 0.4096 -0.071 -0.357 -0.928
N 3.0708 3.0855 2.3740 0.070 0.076 0.356
C 2.7491 2.4550 1.4630 0.766 0.690 0.650
C -0.7874 4.0947 -1.5897 0.205 -0.441 0.230
Te -0.8225 2.8281 0.1811 -0.318 1.798 -0.256
C 0.0694 4.3516 1.4355 -0.120 -0.218 -0.230
H -1.1779 5.0775 -1.3531 -0.087 0.029 0.210
H -1.4139 3.6386 -2.3494 -0.064 -0.110 -0.016
H 0.2253 4.1882 -1.9704 0.093 -0.046 0.048
H 1.0259 4.6635 1.0288 0.042 -0.076 -0.086
H 0.2303 3.9295 2.4225 -0.004 -0.077 0.018
H -0.5968 5.2051 1.5109 -0.140 -0.037 -0.076
C 2.0095 -3.8121 0.6860 -0.010 0.121 -0.071
C 0.9838 -3.7272 1.8298 -0.126 0.092 -0.094
C -0.1427 -2.8674 1.2383 -0.250 -0.212 0.467
O 0.4370 -2.1104 0.1819 -0.012 -0.078 -0.271
C 1.3693 -2.9889 -0.4409 0.374 -0.238 -0.251
H 2.1966 -4.8371 0.3718 0.017 -0.007 -0.044
H 2.9488 -3.3578 0.9915 0.028 -0.057 -0.031
H 1.4157 -3.2374 2.6993 0.003 -0.023 -0.019
H 0.6120 -4.7053 2.1309 -0.029 -0.002 -0.002
H -0.5775 -2.1803 1.9692 0.027 -0.088 -0.174
H -0.9356 -3.5056 0.8186 0.047 0.150 0.076
H 2.0837 -2.3731 -0.9913 -0.204 -0.184 0.069
H 0.8270 -3.6461 -1.1386 0.054 0.141 0.057
I 0.6726 1.2854 -5.7127 -0.087 -0.173 0.452
C 0.3314 0.5627 -3.7881 0.092 0.230 -0.523
C -0.6968 -0.2579 -3.3739 0.392 0.120 0.432
N -0.5068 -0.4651 -2.0587 -0.178 0.043 -0.663
N 0.5703 0.1916 -1.5994 -0.294 -0.092 -1.320
C 1.0981 0.8240 -2.6510 -0.458 -0.307 -0.176
H -1.5143 -0.6810 -3.9196 -0.197 -0.149 -0.037
H -1.1239 -0.9268 -1.3954 0.237 0.119 0.042
H 1.9763 1.4359 -2.5800 0.098 0.036 0.137


Please write out number 3 again, unchanged.
49
Properties=species:S:1:pos:R:3:forces:R:3 method="wB97M-V/def2-TZVPD" e_homo_ha="-0.186 / -0.186" total_charge=-1 spin_multiplicity=5 max_force_ev_per_a=3.1 lumo_energy_ev="1.75 / 1.74" s_squared=6.004 total_energy_ev=-139214.5313 orbital_gap_ev="6.813 / 6.805" e_above_lowest_kcal_mol=0.00
Pm 0.7712 0.5699 -0.3072 -1.396 -0.576 -1.511
O 2.1834 -0.5768 -1.4648 0.142 0.507 -0.899
N 3.3421 -1.0983 -1.1803 1.360 -1.437 0.423
C 4.4513 -0.6693 -1.8424 0.087 -0.175 0.047
C 5.6741 -1.2987 -1.6788 -0.299 0.308 -0.084
C 5.7565 -2.2763 -0.6713 0.157 0.038 -0.266
C 4.6526 -2.6417 0.0242 -0.420 -0.121 0.690
C 3.3566 -2.1845 -0.2936 -0.009 0.702 -0.761
S 1.9341 -2.8820 0.2431 -0.062 0.277 0.394
H 4.2538 0.1912 -2.4827 0.128 -0.398 0.057
H 6.5446 -1.0394 -2.2885 -0.479 0.131 0.315
H 6.6751 -2.7831 -0.4292 0.374 0.158 -0.062
H 4.6913 -3.2805 0.8982 0.155 -0.311 -0.335
I -5.2264 -6.2289 0.6649 -0.005 0.295 -0.029
C -3.9270 -4.5905 0.4667 0.377 0.764 0.109
C -2.7254 -4.7856 -0.2095 -0.613 -1.007 -0.153
C -1.8360 -3.7588 -0.3411 0.935 1.250 -0.280
C -2.0930 -2.5187 0.2633 0.747 0.338 -0.302
C -3.2387 -2.3402 1.0266 -0.083 0.082 0.037
C -4.1996 -3.3463 1.0563 -1.134 -1.174 0.414
C -1.1147 -1.3406 -0.0063 -1.521 -2.401 -1.161
O -0.7947 -0.6419 0.9948 0.282 0.600 -0.456
O -0.7579 -1.2251 -1.2257 0.043 0.877 2.382
H -2.5253 -5.7463 -0.6780 0.043 0.125 0.153
H -0.8982 -3.8684 -0.9133 -0.644 0.030 0.308
H -3.3676 -1.4285 1.6143 -0.089 -0.136 -0.420
H -5.2007 -3.2604 1.5448 1.149 0.302 -0.216
F 2.8840 0.7682 0.9952 0.444 1.652 0.355
As 2.7711 2.6000 1.1853 -1.972 -0.612 -0.135
F 4.4785 2.8955 1.1402 -1.457 -0.245 -0.202
F 2.1919 4.2352 1.1460 0.930 -0.939 0.365
F 2.4768 2.5498 -0.6083 0.712 -0.060 1.816
F 0.8580 2.1153 1.3267 1.900 0.906 0.341
F 2.7102 2.4214 2.9133 0.474 0.337 -1.180
C -3.4810 2.6240 -0.7456 -0.257 -0.451 0.389
C -2.1689 3.0975 -0.0630 -0.552 -0.419 -1.021
C -2.1084 2.5625 1.3791 1.122 0.572 -0.107
C -2.0202 4.6017 -0.1848 -0.812 1.513 0.391
C -1.1252 2.5974 -1.0039 -0.801 -0.191 1.980
C -0.3308 2.1823 -1.8234 1.132 -0.707 -0.850
H -4.4021 2.9908 -0.2586 0.364 -0.276 0.165
H -3.4906 1.5125 -0.8715 -0.069 0.843 0.421
H -3.4967 3.0144 -1.7406 -0.014 0.305 -0.777
H -2.9549 2.8533 2.0224 0.213 0.212 -0.479
H -1.1511 2.9281 1.8109 -0.786 -0.305 0.088
H -2.0743 1.4808 1.3598 0.035 -0.305 0.062
H -2.9183 5.1475 0.2301 0.889 -0.430 -0.200
H -1.9400 4.8566 -1.2442 -0.234 0.007 0.023
H -1.0896 5.0146 0.2503 -0.487 -0.458 0.162